Below is an isolated molecule of C5H8N2S in a non-equilibrium geometry, with properties calculated with the ωB97M-V functional and the def2-TZVPD basis.

Geometry as XYZ:
```
16
C5H8N2S the ωB97M-V functional and the def2-TZVPD basis
C -0.64847 -0.03740 -0.20732
C 2.21157 0.17212 0.07502
C 2.02604 1.07271 1.06930
C -0.87008 1.39814 -0.46696
C -1.94844 2.10054 -0.09457
H -0.31370 -2.32948 0.63429
H -1.98574 -2.52540 1.10584
H 3.17182 0.09062 -0.44084
H 2.90892 1.63658 1.41302
H 1.06461 1.26702 1.61067
H -0.03127 1.84640 -1.08073
H -2.09069 3.15202 -0.25779
H -2.76826 1.64360 0.46103
N -1.30182 -2.12140 0.48627
N -1.51693 -0.77196 0.38392
S 0.94699 -0.79778 -0.73686
```

Output
* structure (SMILES): C=CS/C(C=C)=N\N
* DFT total energy: -702.92404 hartree
* strongest force on any atom: 1.76 eV Å⁻¹
* HOMO energy: -8.41 eV
* Kohn-Sham gap: 0.3305 hartree
* energy above the lowest of the compared OMol25 structures with the same formula, charge and spin: 278.3 kJ/mol
* 2S+1: 1


Below is a cluster of 2 separate species, C5H14 in total, with properties calculated with the ωB97M-V functional and the def2-TZVPD basis.

Geometry as XYZ:
```
19
C5H14 the ωB97M-V functional and the def2-TZVPD basis
C 0.60603 -0.15033 2.57392
C 1.14330 1.17639 2.05012
H -0.45893 -0.10294 2.83020
H 0.80121 -0.91551 1.82297
H 1.12707 -0.42488 3.49744
H 0.61982 1.52312 1.16092
H 1.12263 1.97430 2.78883
H 2.18834 1.07093 1.77092
C -0.85285 -0.63400 -1.17680
C -1.04828 0.83648 -1.47557
C 0.12195 -1.27127 -2.13302
H -1.82576 -1.13281 -1.23165
H -0.53588 -0.80332 -0.14096
H -1.27003 0.96424 -2.54278
H -1.81198 1.34046 -0.87774
H -0.22743 -1.23874 -3.16723
H 0.33928 -2.30976 -1.86969
H -0.12565 1.40444 -1.32326
H 1.08255 -0.73759 -2.12327
```

Output
* structure (SMILES): CCC.CC
* DFT total energy: -198.88770 hartree
* strongest force on any atom: 0.78 eV Å⁻¹
* HOMO energy: -11.31 eV
* Kohn-Sham gap: 0.4576 hartree
* energy above the lowest of the compared OMol25 structures with the same formula, charge and spin: 3.8 kJ/mol
* 2S+1: 1


Repeat the second record exactly.
Below is a cluster of 2 separate species, C5H14 in total, with properties calculated with the ωB97M-V functional and the def2-TZVPD basis.

Geometry as XYZ:
```
19
C5H14 the ωB97M-V functional and the def2-TZVPD basis
C 0.60603 -0.15033 2.57392
C 1.14330 1.17639 2.05012
H -0.45893 -0.10294 2.83020
H 0.80121 -0.91551 1.82297
H 1.12707 -0.42488 3.49744
H 0.61982 1.52312 1.16092
H 1.12263 1.97430 2.78883
H 2.18834 1.07093 1.77092
C -0.85285 -0.63400 -1.17680
C -1.04828 0.83648 -1.47557
C 0.12195 -1.27127 -2.13302
H -1.82576 -1.13281 -1.23165
H -0.53588 -0.80332 -0.14096
H -1.27003 0.96424 -2.54278
H -1.81198 1.34046 -0.87774
H -0.22743 -1.23874 -3.16723
H 0.33928 -2.30976 -1.86969
H -0.12565 1.40444 -1.32326
H 1.08255 -0.73759 -2.12327
```

Output
* structure (SMILES): CCC.CC
* DFT total energy: -198.88770 hartree
* strongest force on any atom: 0.78 eV Å⁻¹
* HOMO energy: -11.31 eV
* Kohn-Sham gap: 0.4576 hartree
* energy above the lowest of the compared OMol25 structures with the same formula, charge and spin: 3.8 kJ/mol
* 2S+1: 1